DFT (ωB97M-V with the def2-TZVPD basis set) results for CH2BrPSi in the gas phase.

```
6
Properties=species:S:1:pos:R:3:forces:R:3:nbo_charge:R:1
C -1.4240 0.2212 0.2445 -0.681 -0.434 -0.279 -0.6664
Si 1.5577 0.3207 0.1390 0.191 1.569 -2.635 0.5098
P -0.5724 1.5979 0.1559 0.687 -0.989 -0.076 0.3071
Br -2.6354 -1.1627 0.1439 0.776 1.041 0.208 0.2098
H 2.0554 -0.1451 -1.3341 -0.378 0.946 1.519 -0.1427
H 1.0187 -0.8320 0.6508 -0.595 -2.132 1.262 -0.2176
```
Forces are in eV/Å.

expectation value of S²: 2.03
electronic energy: -88272.5957 eV
relative energy (zero: lowest compared OMol25 entry of this formula, charge and spin): 28.7 kJ/mol
gap between HOMO and LUMO (spin up / spin down): 0.2449 / 0.2730 hartree
charge: 0
multiplicity: 3
HOMO energy (spin up / spin down): -6.867 / -9.502 eV

DFT (ωB97M-V with the def2-TZVPD basis set) results for 2 unconnected molecules or ions with the total composition C15H32BrN2O2.

```
52
Properties=species:S:1:pos:R:3:forces:R:3:nbo_charge:R:1
C -1.3593 -2.8900 -1.9917 -0.619 0.525 0.323 -0.0892
C -1.8545 -1.9564 -2.5629 0.880 0.001 -0.370 0.0661
N -2.1121 -0.7969 -3.3446 0.061 -0.316 1.205 -0.3438
Br -2.5024 -1.4084 -5.1079 -0.096 -0.063 -0.430 0.3642
C -0.8986 0.1363 -3.4418 1.652 0.329 -0.721 -0.2138
C 0.4777 -0.5368 -3.2943 0.444 0.354 0.483 -0.4414
C 0.9998 -0.5603 -1.8293 -0.460 -0.379 -0.313 -0.6241
C -3.2617 -0.0388 -2.6714 -1.543 0.285 0.200 -0.2121
C -4.6862 -0.3862 -3.1269 -1.157 -0.034 1.131 -0.2515
C -5.0963 -1.8576 -2.8211 0.223 0.094 -0.886 -0.6298
C -5.6252 0.5823 -2.2940 1.162 0.221 -0.483 -0.5969
H -1.0210 -3.6374 -1.2942 -0.086 0.063 -0.448 0.2781
H -0.9482 0.5846 -4.4430 -0.349 -0.135 0.355 0.2434
H -0.9665 0.9597 -2.7214 -0.431 -0.509 0.134 0.2407
H 1.1839 0.0988 -3.8545 -0.363 -0.217 -0.017 0.2459
H 0.5339 -1.5250 -3.7714 -0.261 0.242 0.128 0.2315
H 1.3355 0.4356 -1.5117 -0.029 -0.328 -0.056 0.2386
H 1.8324 -1.2708 -1.7415 -0.133 0.367 -0.052 0.2339
H 0.2136 -0.9064 -1.1407 0.295 0.184 -0.126 0.1989
H -3.1983 -0.2927 -1.6019 0.269 0.009 -0.377 0.2459
H -3.1221 1.0465 -2.7472 0.392 -0.381 -0.442 0.2434
H -4.8710 -0.1249 -4.1778 0.350 -0.310 0.211 0.2279
H -6.1801 -1.9427 -2.6709 0.331 0.140 0.010 0.2373
H -4.5863 -2.2669 -1.9393 -0.144 0.140 -0.183 0.2160
H -4.8726 -2.4858 -3.6988 0.072 -0.031 0.485 0.2192
H -5.8166 1.4808 -2.8985 -0.152 -0.245 0.306 0.2253
H -6.5609 0.0924 -2.0193 0.201 0.183 -0.058 0.2356
H -5.0838 0.9210 -1.3949 -0.502 -0.166 -0.060 0.2043
C 3.1221 3.0981 4.8704 0.152 -0.076 -0.018 -0.2475
O 3.7125 1.8101 4.8671 -0.240 0.138 -0.054 -0.5556
C 2.8592 0.7875 5.3705 0.245 -0.235 0.026 -0.0713
C 2.5284 -0.2064 4.2733 -0.040 0.256 -0.086 -0.2422
N 1.6617 0.3987 3.2653 0.075 -0.186 -0.019 -0.6254
C 1.4757 -0.4203 2.0731 -0.028 0.254 0.029 -0.2432
C 2.6955 -0.6714 1.1861 -0.172 -0.129 -0.097 -0.0812
O 3.1809 0.4901 0.5357 0.044 -0.094 0.130 -0.5583
C 4.1330 1.2455 1.2729 -0.039 0.149 -0.201 -0.2471
H 3.8805 3.8098 4.5474 0.024 -0.056 0.007 0.1964
H 2.2750 3.1520 4.1779 -0.080 0.048 0.077 0.1574
H 2.7891 3.3749 5.8744 -0.059 0.032 -0.021 0.1758
H 1.9489 1.2061 5.8088 -0.024 0.042 -0.104 0.1799
H 3.4038 0.2679 6.1637 -0.025 0.003 0.010 0.1890
H 2.0200 -1.0700 4.7112 -0.015 -0.004 -0.032 0.1946
H 3.4769 -0.5505 3.8416 0.059 -0.095 0.128 0.1687
H 2.0546 1.2892 2.9876 -0.009 0.022 0.042 0.3547
H 0.7175 0.0786 1.4602 0.017 -0.052 -0.052 0.1883
H 1.0538 -1.3855 2.3732 0.057 -0.020 0.033 0.1897
H 2.3798 -1.3470 0.3875 0.018 -0.040 0.012 0.1733
H 3.5010 -1.1874 1.7190 0.040 0.131 0.088 0.1740
H 4.7426 0.6131 1.9214 -0.055 -0.014 0.048 0.1792
H 3.6459 2.0215 1.8678 0.075 -0.040 0.130 0.1650
H 4.7886 1.7416 0.5569 -0.025 -0.053 -0.025 0.1923
```
Forces are in eV/Å.

electronic energy: -93179.6051 eV
gap between HOMO and LUMO: 0.2059 hartree
charge: +1
HOMO energy: -10.600 eV

DFT (ωB97M-V with the def2-TZVPD basis set) results for a molecular structure, C2H4I2N2.

```
10
Properties=species:S:1:pos:R:3:forces:R:3:nbo_charge:R:1
C -1.9378 0.1222 0.7149 0.294 1.497 2.324 -0.4615
C 2.0787 -0.1826 -1.0661 -0.841 0.304 3.726 -0.5679
N -0.6948 0.4622 0.1302 1.492 1.170 -1.362 -0.0945
N -0.0952 1.3654 -0.2370 0.036 0.188 0.031 0.0478
I 0.9470 -1.8102 -0.2391 0.891 0.364 -0.450 0.1491
I 3.7620 0.5076 0.1251 -0.964 -0.332 -0.572 0.1031
H -2.4910 0.9609 1.2385 0.758 -0.852 -0.614 0.2183
H -1.5442 -0.6361 1.3634 -0.981 -0.663 0.903 0.2397
H -2.4697 -0.2904 -0.0657 -1.517 -1.049 -1.430 0.2352
H 2.4451 -0.4991 -1.9643 0.832 -0.627 -2.555 0.1307
```
Forces are in eV/Å.

electronic energy: -21315.5752 eV
relative energy (zero: lowest compared OMol25 entry of this formula, charge and spin): 240.5 kJ/mol
gap between HOMO and LUMO (spin up / spin down): 0.2352 / 0.3025 hartree
charge: 0
HOMO energy (spin up / spin down): -7.347 / -8.145 eV